# 1
Below is 2 unconnected molecules or ions with the total composition C7H11B, with properties calculated with ωB97M-V with the def2-TZVPD basis set.

Geometry (Å):
B 1.8737 -0.1557 0.2229
C 1.5609 1.2341 -0.5584
C -0.0068 1.0379 -1.0107
C -4.3866 -0.7945 0.4046
C 0.5336 -0.8740 0.4304
C -3.5353 -0.3688 -0.5144
C -0.4439 -0.2076 -0.2009
C 3.2720 -0.5101 0.9082
H 1.5723 2.0769 0.2343
H 2.2305 1.4660 -1.4546
H -0.7817 1.9132 -0.9119
H -0.1504 0.8082 -2.1081
H -5.4195 -0.9516 0.4393
H -4.0894 -1.0954 1.4604
H 0.4492 -1.7471 0.9666
H -3.4309 -0.2058 -1.5537
H 3.8573 0.3374 0.4924
H 3.6596 -1.4386 0.6895
H 3.2354 -0.5246 2.0641

Atoms 1-2, force components in eV/Å:
B -0.33 0.82 0.57
C -1.25 0.26 -0.32

Total energy   -8106.907 eV
HOMO level (alpha / beta)   -8.70 / -8.71 eV
Gap between HOMO and LUMO (alpha / beta)   0.316 / 0.331 Eh
Energy above the lowest of the compared OMol25 structures with the same formula, charge and spin   4.355 eV


# 2
Below is 2 unconnected molecules or ions with the total composition C7H6F2N2, with properties calculated with ωB97M-V with the def2-TZVPD basis set.

Geometry (Å):
C -0.3069 0.3827 -1.6339
C -0.4347 -0.0661 -2.9068
C -0.3582 -1.8876 -1.6338
C -0.2491 -0.7714 -0.7824
C 0.5634 1.2744 3.1410
C -0.1452 -0.7161 0.6102
C 0.8300 1.3726 1.7516
N 0.7870 2.2586 3.9227
N -0.4722 -1.4407 -2.8842
F -0.0136 -1.8893 1.2276
F 0.2436 2.3094 1.0278
H -0.2428 1.3970 -1.3009
H -0.4980 0.4683 -3.8333
H -0.3742 -2.9309 -1.3893
H 0.4365 0.2361 3.4766
H 0.8144 2.0211 4.9120
H -0.5797 -2.0181 -3.7050

Atoms 1-2, force components in eV/Å:
C -0.02 -0.22 0.00
C 0.01 0.61 0.02

Total energy   -15764.607 eV
HOMO level (alpha / beta)   -7.52 / -7.52 eV
Gap between HOMO and LUMO (alpha / beta)   0.258 / 0.258 Eh
Energy above the lowest of the compared OMol25 structures with the same formula, charge and spin   4.007 eV


# 3
Below is a single C3H5NP2 molecule, with properties calculated with ωB97M-V with the def2-TZVPD basis set.

Geometry (Å):
C 0.5569 0.2503 -0.8633
C -0.4279 -0.3953 -0.2524
C -1.8359 -0.8294 -0.4033
N 1.7536 0.8765 -0.3867
P 0.7363 -0.1368 2.5215
P 2.0369 0.6650 1.1987
H 0.6244 0.6151 -1.9078
H -2.3588 -0.0187 -0.0895
H -1.8998 -1.6872 0.2800
H -2.0737 -1.0855 -1.5604
H 2.8878 1.7461 1.4631

Atoms 1-2, force components in eV/Å:
C 1.79 1.42 0.40
C 1.75 0.92 0.30

Total energy   -23254.062 eV
HOMO level (alpha / beta)   -8.03 / -8.03 eV
Gap between HOMO and LUMO (alpha / beta)   0.244 / 0.244 Eh
Energy above the lowest of the compared OMol25 structures with the same formula, charge and spin   3.862 eV